Run i
Molecular formula: CH4N4S
Method: DFT, ωB97M-V with the def2-TZVPD basis set

XYZ file:
```
10
Properties=species:S:1:pos:R:3:mulliken_charge:R:1
H -1.40083 -1.15666 -0.55696 0.28
N 0.63084 -0.86238 -0.36550 -0.41
N -0.13437 0.98474 0.57156 0.41
H 0.67823 -1.71603 0.15029 0.31
H 1.62437 0.34501 1.00496 0.23
C -0.71212 -0.44753 -0.93973 -0.19
H -0.62888 -0.37690 -1.98065 0.27
N 0.77810 0.03868 0.70977 -0.12
N -1.04426 0.74459 -0.28979 -0.45
S 0.20893 2.44649 1.69605 -0.32
```

* multiplicity: 1
* SMILES: [S-][N+]1=NCNN1

Run ii
Molecular formula: CH4N4S
Method: DFT, ωB97M-V with the def2-TZVPD basis set

XYZ file:
```
10
Properties=species:S:1:pos:R:3:mulliken_charge:R:1
S 0.65239 -1.29379 -0.79962 0.25
N 1.95042 -1.72336 0.04621 -0.23
H 0.44797 -0.15297 1.27994 0.35
N 2.79204 -0.63857 0.24735 -0.15
N 1.45956 0.33605 -1.16573 -0.10
N 2.60405 0.32597 -0.47333 -0.14
H -1.19903 -0.92406 0.75856 0.25
H 1.36730 0.70152 -2.04639 0.23
C -0.25376 -0.25381 0.44991 -0.79
H -0.63456 0.73636 0.20482 0.32
```

* multiplicity: 1

Which one sits at the top of the stability order? run i does.

Run i
Molecular formula: C9H11NO2
Method: DFT, ωB97M-V with the def2-TZVPD basis set

XYZ file:
```
23
Properties=species:S:1:pos:R:3:mulliken_charge:R:1
C -0.03689 1.20883 2.55252 -0.58
N -0.55693 -0.26963 -1.47850 0.09
H -1.87395 -1.42419 -2.12908 0.37
C -0.91269 -1.03146 -0.30124 0.13
H -0.89736 1.45835 0.60636 0.78
H 1.81296 1.24395 -3.25659 0.45
H -0.16756 2.31352 2.72722 0.28
C 0.50438 0.26325 3.38420 -0.30
C 0.00266 -1.44798 1.85350 -0.42
H -0.04520 -2.46653 1.45787 0.41
H 0.97668 -1.73993 3.87307 0.28
O -1.46939 -2.11088 -0.40517 -0.68
C 1.12947 0.48705 -3.10708 -1.23
H 1.62342 -0.28150 -2.71530 0.41
H 0.78016 0.71224 4.40540 0.26
C -0.48011 0.83875 1.26216 -0.58
H 0.65803 0.14327 -4.12282 0.25
C 0.52407 -1.08936 3.04477 -0.46
C -0.42750 -0.47730 0.96674 0.70
H 0.51532 1.58536 -1.30654 0.47
C 0.15690 1.06705 -2.09016 -0.40
H -0.57900 1.84709 -2.59695 0.25
O -1.23745 -0.82998 -2.62438 -0.48
```

* multiplicity: 1
* SMILES: CCN(O)C(=O)c1ccccc1

Run ii
Molecular formula: C9H11NO2
Method: DFT, ωB97M-V with the def2-TZVPD basis set

XYZ file:
```
23
Properties=species:S:1:pos:R:3:mulliken_charge:R:1
H -2.71075 -0.15963 1.25333 0.45
H 1.91289 -0.71731 -2.52654 0.32
C -1.93796 -0.25141 0.50172 0.23
C -0.63667 -0.76912 1.30444 -1.26
N -2.29768 -1.26638 -0.59303 -0.68
H -0.94617 -1.83207 1.18562 0.31
H -2.86452 -2.11448 -0.26316 0.24
C 2.68230 0.77635 0.31592 -0.14
C 2.75377 0.40606 -0.97677 -0.50
C 0.68225 -0.46335 0.68547 0.94
H 3.51653 1.48499 0.62734 0.24
H 3.44374 1.04930 -1.57794 0.30
C 1.65727 0.41927 1.20122 -0.77
H -0.85229 2.70913 -0.34553 0.34
C 0.81572 -1.03974 -0.60575 -0.54
O -0.86473 1.94984 0.32395 -0.38
C 1.80482 -0.50548 -1.45067 -0.38
H -0.74794 -0.44346 2.29796 0.50
C -1.78271 1.10268 -0.23519 0.30
H 0.10218 -1.76143 -0.98425 0.40
H 1.78110 0.73683 2.20635 0.43
O -2.54701 1.48856 -1.08513 -0.59
H -2.96414 -0.79914 -1.25938 0.25
```

* multiplicity: 1
* SMILES: N[C@@H](Cc1ccccc1)C(=O)O

Which one sits at the top of the stability order? run ii does.

Run i
Molecular formula: H80O40
Method: DFT, ωB97M-V with the def2-TZVPD basis set

XYZ file:
```
120
Properties=species:S:1:pos:R:3:mulliken_spin:R:1
H 3.14461 3.12851 3.10019 0.00
O -0.19568 -2.72333 5.13363 0.00
H -1.50104 -0.06458 0.85202 0.00
H -5.02551 2.87085 3.52227 0.00
O 3.01409 -2.93362 -2.03676 0.00
H 0.23905 -3.93325 -1.55162 0.00
O 0.57152 -2.73134 -3.93736 0.00
H 6.46085 2.18686 -0.89307 0.00
H -4.84794 -0.81365 -2.18713 0.00
O 0.88397 4.77681 -1.01002 0.00
O 1.02801 -0.78403 -0.65908 0.00
H -1.35157 2.94120 3.00750 -0.01
H 5.88020 -0.18595 -2.90443 0.00
H 0.61909 4.01135 -0.52949 0.00
H 3.76365 0.57227 2.05504 0.00
H 0.24453 -5.41313 3.36986 0.00
H -1.02355 -5.07530 0.21791 0.00
H -1.98299 -2.51891 -5.81939 0.00
O -2.40110 4.07338 -1.70450 0.00
H -0.00390 -3.63422 4.69403 0.00
H -1.38069 1.99462 1.18492 0.02
O 5.14257 0.38056 -2.89293 0.00
H 1.71911 5.78203 2.60638 0.00
H 2.24711 3.58577 4.23311 0.00
H 0.92109 -1.71229 3.40919 0.00
H 2.40467 -2.39677 4.96899 0.00
H 3.53518 -1.31023 4.53339 0.00
H 0.33022 -5.43278 0.59023 0.00
O -2.70019 -2.32143 -5.23647 0.00
O -1.26791 1.94642 3.27126 0.52
O -3.79238 -3.75120 1.24299 0.00
H 1.91282 0.57682 -0.05789 -0.01
O 0.26822 2.35220 1.70069 0.22
H 0.68870 1.65425 2.17375 0.02
H -2.38602 -2.53090 -4.33153 0.00
H -3.16028 -0.25833 3.03100 0.00
O -3.16877 -1.19063 2.73227 0.00
H -1.08513 1.87182 -1.59575 0.00
O -5.48210 -0.20605 -2.34516 0.00
H 2.31196 0.88126 2.33947 0.00
H -0.56475 2.17827 3.93855 -0.04
H -1.75196 -0.48252 -4.55170 0.00
O 2.22180 3.09767 3.37973 0.14
H -3.61065 1.84080 -1.29817 0.00
O -4.35200 2.21188 -1.76449 0.00
H 3.98489 -2.90615 -2.25217 0.00
H 4.15111 2.74938 -1.79741 0.00
H -6.94666 -0.10313 0.86626 0.00
H 3.51726 1.49257 -2.23822 0.00
O -0.38566 1.62148 -2.18838 0.00
O 3.74478 3.28883 1.33764 0.00
O -0.61428 -6.41558 -2.09182 0.00
H -1.01525 -2.94348 5.63244 0.00
O 2.24703 1.44867 0.34885 0.07
H 4.43041 3.36447 0.70968 0.00
H 0.81233 2.35524 0.91468 -0.01
H -3.31722 -3.93059 -0.38200 0.00
H 5.52040 0.85865 -1.20955 0.00
H -1.96641 -2.69817 -1.73189 0.00
O -4.34168 2.57672 2.93548 0.02
O -3.03421 0.21604 -3.15367 0.00
O 1.04274 6.43430 2.49207 0.01
O 3.33017 2.33097 -1.83230 0.00
O 1.83048 3.95766 -4.52708 0.00
H -3.46103 -0.30300 -2.53740 0.00
O 0.41061 -3.66712 -0.62259 0.00
H 5.03870 1.20240 3.56233 0.00
H -5.33520 0.44816 -1.55756 0.00
H 1.40604 4.29530 -1.71143 0.00
O -3.48081 -3.89993 -1.30681 0.00
O 3.01313 0.11307 2.38354 0.00
O -1.63686 -2.44900 -2.65311 0.00
H 0.63438 6.11293 1.63413 0.00
H 0.16376 -5.89804 -2.11744 0.00
H 4.51288 0.15756 -3.56533 0.00
H -1.34683 -5.79117 -2.24769 0.00
H 1.53403 -1.61204 -0.37783 0.00
O 1.11359 -1.83414 2.43208 0.00
H -2.99331 1.94914 1.05232 0.00
H -0.53727 -1.04186 1.68514 0.00
H 2.99490 2.68657 0.98159 0.00
H 2.44861 1.90895 -0.47937 0.00
O 5.64826 1.68100 -0.85569 0.00
H 5.09289 2.20069 2.67262 0.00
H -3.12245 4.40398 -2.27233 0.00
H 1.48043 0.01887 -2.89483 0.00
H -1.65522 0.29184 -5.79735 0.00
O -2.12799 1.66965 0.78089 0.01
H 0.49772 -1.88424 -4.49087 0.00
H 1.32553 -3.28814 -0.61478 0.00
H -3.76436 -2.83416 1.44463 0.00
H 0.15305 -1.05077 -0.26124 0.00
H -2.05589 -1.59809 -2.81146 0.00
O -6.48701 0.70447 0.62211 0.00
H -4.38880 3.17842 -1.75712 0.00
O 2.60348 -1.52409 4.68160 0.00
H 2.01612 -1.45689 2.35207 0.00
H -3.73876 0.15727 -3.88072 0.00
H 1.17353 2.01801 4.91435 0.00
H 2.50411 -3.13482 -2.82122 0.00
H -3.95546 1.70560 3.05002 0.00
O 4.76529 2.07508 3.63352 0.01
O -1.28213 -1.02493 1.03267 -0.01
O -1.17365 0.04257 -5.03162 0.00
H -0.28369 0.65339 -2.00040 0.00
H -1.46752 4.31155 -1.81393 0.00
H 1.48581 3.14380 -4.00983 0.00
H 1.48050 1.53944 6.49280 0.00
H 2.64410 4.28216 -4.28316 0.00
H -6.86294 0.92587 -0.26138 0.00
H -2.42929 -1.13211 2.04425 0.00
O 2.19491 -0.12810 -3.53635 0.00
O 0.20399 -4.41928 3.18670 0.00
O -0.62418 -5.66605 0.77015 0.00
O 1.13635 2.15471 5.84928 0.03
H -3.37871 -4.21177 2.03637 0.00
H -0.36976 -2.67430 -3.49498 0.00
H 0.39811 -4.25110 2.23234 0.00
H 2.52370 -1.01538 -3.66124 0.00
H -4.14657 -4.45103 -1.61450 0.00
```

* multiplicity: 2
* total charge: +1

Run ii
Molecular formula: H80O40
Method: DFT, ωB97M-V with the def2-TZVPD basis set

XYZ file:
```
120
Properties=species:S:1:pos:R:3:mulliken_spin:R:1
H 3.24296 0.17874 -3.18175 -0.01
O -1.36284 -5.05098 -2.41142 0.00
H 4.99616 -1.04813 2.74040 0.00
H 0.47143 0.96441 -3.32211 0.00
H -5.50471 -1.37513 4.02619 0.00
O 2.88495 -1.77813 -2.69401 0.53
H -0.82836 -4.83018 0.76381 0.00
H -2.03238 3.59700 2.50868 0.00
H -3.01879 4.92658 -1.81141 0.00
H -3.24291 5.08398 -3.31502 0.00
H 0.47198 -1.87413 -6.60683 0.00
H 0.07277 -2.32586 3.00963 0.00
H 4.22832 3.01695 -0.13883 0.00
H -0.58859 -1.44478 -5.50600 0.00
O 2.18454 -2.47525 4.63247 0.00
H 1.68949 0.60069 3.70874 0.00
H -0.70625 5.59037 1.73587 0.00
H -5.16964 -1.98573 1.15070 0.00
H -1.15867 0.53636 1.48908 0.00
O 3.22465 -4.79057 1.41583 0.00
O 1.08827 1.66968 -3.01960 0.01
H 3.01485 -5.74137 1.48178 0.00
H 2.40286 1.08576 -2.09646 0.00
O -0.00343 3.07266 -5.09382 0.00
H 2.96467 -1.47987 0.26343 0.00
O 0.75572 0.64370 0.08020 0.00
O -4.19984 -3.94252 -1.53752 0.00
O -1.38757 5.81846 1.09740 0.00
O 0.33546 -1.61284 -5.68710 0.00
H 2.81577 -3.20070 4.56184 0.00
H -2.47580 -2.76326 0.58312 0.00
O -2.10175 -2.27092 3.26715 0.00
H 1.29917 3.36991 1.47217 0.00
H 1.52599 -2.32311 2.38381 0.00
H -2.70405 -1.59378 2.95522 0.00
H -4.22277 -4.54004 1.96521 0.00
O -4.73972 -1.12906 1.02656 0.00
H -0.47226 -0.81739 1.79588 0.00
O 1.08361 4.23463 1.89257 0.00
O 5.87975 -0.36879 -1.22576 0.00
H 0.20275 4.01803 4.05322 0.00
H 6.18356 -1.09264 -0.67463 0.00
H 0.16476 -1.41899 -2.64281 0.00
O -4.88778 -1.19529 4.72838 0.00
O 2.04126 1.39600 4.15579 0.00
O 0.78246 -1.76083 2.62592 0.00
O -1.55031 -5.40110 0.51916 0.00
O 2.22854 -2.07127 0.03701 0.01
H -1.05192 -2.19802 1.00462 0.00
O -1.32565 3.10453 -2.10869 0.00
O 3.62509 3.26861 -3.10821 0.01
H 4.83350 -1.04112 1.13019 0.00
H 0.97913 -1.00968 6.06389 0.00
O -5.98011 2.56238 -2.45233 0.00
H -1.16345 4.05902 -2.00243 0.00
H 2.05565 4.30679 -0.85215 0.00
H -0.92144 -5.32913 -1.59074 0.00
H 0.92989 2.87835 -4.98966 0.00
H 0.98820 -4.52889 -2.98929 0.00
H 1.68036 0.80381 0.29114 0.00
H -1.15751 -0.83438 -2.09487 0.00
H -5.17290 2.98529 -2.78478 0.00
H 1.48875 -1.44174 0.14567 0.00
H 4.27627 3.94430 -2.92174 0.00
O -1.34163 -0.36410 1.76056 0.00
O -2.30887 -2.28174 -2.11642 0.00
H -2.49955 0.99589 3.71592 0.00
H -2.08319 2.89057 -2.65380 0.00
O -4.36903 -3.68870 1.49860 0.00
H 3.42703 4.55995 -0.83789 0.00
O 2.79631 4.23489 -0.15594 0.00
H -4.95602 -0.71893 1.87218 0.00
O 4.94947 -1.57288 1.92602 0.00
O 0.89341 5.23655 -1.77693 0.00
O -1.53065 -2.76693 0.37040 0.00
H 0.78656 2.56704 -3.12450 0.00
H 4.32095 1.64699 -0.71824 -0.01
H 3.84245 -2.06539 -2.82245 -0.03
O 1.90055 -4.87515 -3.11416 0.03
O -0.73820 4.02902 4.33076 0.00
H 2.22769 0.79753 4.96637 0.00
H -4.57389 -0.27212 4.81904 0.00
O -3.52191 4.57990 -2.54729 0.00
H -5.80781 1.64945 -2.73426 0.00
H -4.33976 -4.33337 -2.41162 0.00
H 5.90267 0.46769 -0.73856 0.00
H 3.94701 2.08364 1.65102 0.00
O -2.41035 -3.26981 -5.45498 0.00
H -1.70036 -4.21672 -2.08760 0.00
H -2.30070 -2.60437 4.13836 0.00
H 0.46683 5.76604 -1.09224 0.00
O 3.17228 2.59629 1.85498 0.00
H -0.90322 4.98288 4.40872 0.00
O -0.24322 -0.60521 -2.32669 0.00
H -3.11185 -2.84393 -2.10614 0.00
H -2.11386 2.08425 2.41407 0.00
O 4.84949 2.26262 -0.19873 0.00
H 4.10924 2.44079 -3.05815 -0.01
O 3.23840 0.61219 -2.32175 0.46
H -2.08190 -3.27185 -4.53079 0.00
O -3.43282 0.97314 3.45080 0.00
H 1.80679 4.68769 1.43606 0.00
H 2.71167 -1.67288 4.76418 0.00
H 1.03696 5.67514 -2.62103 0.00
H 2.83552 -1.66153 -1.71622 0.01
H 2.84195 2.31535 2.72407 0.00
H 0.99360 0.26780 5.64791 0.00
H -3.81545 -3.22728 2.14220 0.00
O -2.35356 2.88249 1.95452 0.00
H -1.82895 5.03933 0.76468 0.00
H -2.11579 -2.06632 -1.17799 0.00
H -0.40786 2.53970 -4.41534 0.00
H -4.29752 -4.68121 -0.92723 0.00
H -2.36506 -4.92361 0.43820 0.00
O 1.62675 -0.27776 6.17816 0.00
H 0.69035 0.88043 -0.87073 -0.01
H 1.82606 -5.21364 -4.01510 0.00
H 2.88870 -4.75545 0.50213 0.00
H -3.04409 -2.56086 -5.52348 0.00
H -3.45384 1.41515 2.56361 0.00
```

* multiplicity: 2
* total charge: +1

Which one sits at the top of the stability order? run ii does.